# 1
{"formula": "C37H49N10O2PPdS", "method": "ωB97M-V/def2-TZVPD", "orbital_gap_ha": [0.209, 0.207], "spin_multiplicity": 1, "total_charge": 2, "e_above_lowest_kj_mol": 206.85, "species": ["Pd", "C", "N", "C", "N", "C", "N", "C", "N", "C", "C", "H", "H", "H", "H", "H", "H", "H", "H", "H", "H", "H", "H", "N", "C", "O", "C", "C", "C", "N", "C", "C", "H", "H", "H", "H", "H", "H", "C", "C", "C", "C", "N", "C", "N", "N", "N", "H", "H", "H", "H", "H", "H", "H", "H", "H", "H", "C", "C", "C", "C", "C", "C", "P", "C", "C", "C", "C", "C", "C", "C", "C", "C", "C", "C", "C", "H", "H", "H", "H", "H", "H", "H", "H", "H", "H", "H", "H", "H", "H", "H", "C", "S", "C", "O", "H", "H", "H", "H", "H", "H"], "positions_angstrom": [[-0.28090, 0.19170, 0.15400], [-2.55210, 2.75910, 1.07570], [-3.70230, 3.62140, 0.90640], [-4.90830, 2.90460, 1.29490], [-5.05610, 1.71750, 0.46400], [-3.90120, 0.86320, 0.61730], [-2.64360, 1.54580, 0.23440], [-2.81020, 1.97990, -1.17140], [-3.96280, 2.84240, -1.33880], [-3.80430, 4.01880, -0.49250], [-5.16610, 2.12900, -0.93180], [-2.47540, 2.45590, 2.12440], [-1.66160, 3.32750, 0.80290], [-5.78050, 3.54770, 1.16560], [-4.82990, 2.61190, 2.34460], [-4.05340, -0.00030, -0.03370], [-3.82550, 0.54650, 1.66170], [-2.92040, 1.09030, -1.80120], [-1.92640, 2.54130, -1.48090], [-4.66090, 4.68050, -0.62400], [-2.89440, 4.55240, -0.77870], [-5.29090, 1.24730, -1.56530], [-6.03620, 2.77660, -1.05050], [2.08470, 6.97710, -1.11200], [1.62050, 6.42040, 0.02300], [1.45810, 7.02180, 1.05710], [1.25690, 4.95320, -0.05280], [1.27820, 4.21910, 1.13190], [0.85340, 2.90460, 1.12370], [0.43070, 2.29890, 0.01460], [0.43640, 2.98270, -1.12750], [0.82030, 4.31230, -1.20720], [2.35370, 7.94880, -1.07550], [2.29970, 6.45880, -1.94590], [1.60230, 4.69520, 2.04330], [0.84290, 2.32150, 2.03650], [0.14070, 2.44450, -2.02040], [0.75180, 4.82700, -2.15340], [-3.56820, -5.50730, -0.86710], [-3.86430, -5.21100, 0.59780], [-2.65980, -5.51830, 1.48080], [-4.34730, -3.76060, 0.78580], [-3.30640, -2.78520, 0.63240], [-2.54260, -2.19260, 1.56790], [-1.78070, -1.30940, 0.96150], [-2.07410, -1.39340, -0.33740], [-2.97570, -2.26160, -0.53690], [-3.24600, -6.53830, -0.98000], [-2.78810, -4.85430, -1.25250], [-4.46140, -5.37010, -1.46960], [-4.70070, -5.83770, 0.91670], [-1.76500, -5.03000, 1.10020], [-2.48370, -6.58900, 1.49760], [-2.83050, -5.19660, 2.50490], [-4.77180, -3.64000, 1.78350], [-5.10670, -3.53970, 0.03390], [-2.56290, -2.41010, 2.61510], [4.55760, -3.74850, -2.02850], [4.42960, -3.55120, -0.66140], [3.71200, -2.47330, -0.17460], [3.13640, -1.55990, -1.05460], [3.27360, -1.75740, -2.42540], [3.98830, -2.84140, -2.90700], [2.14940, -0.16720, -0.39820], [2.92350, 1.28960, -1.20930], [2.59710, 1.50620, -2.54880], [3.15320, 2.56130, -3.24660], [4.01710, 3.43540, -2.60800], [4.29370, 3.26660, -1.26180], [3.74680, 2.20440, -0.56200], [2.68480, -0.07570, 1.34460], [1.73780, -0.10320, 2.36780], [2.14280, -0.00210, 3.68910], [3.48990, 0.10690, 3.99830], [4.43730, 0.09860, 2.98710], [4.03920, 0.01080, 1.66550], [5.09290, -4.60830, -2.40170], [4.89530, -4.24030, 0.02740], [3.60350, -2.33580, 0.89040], [2.83390, -1.06170, -3.12010], [4.09590, -2.98090, -3.97150], [1.88770, 0.85000, -3.03740], [2.91640, 2.70160, -4.28990], [4.46760, 4.24820, -3.15600], [4.95120, 3.95690, -0.75680], [3.97420, 2.09900, 0.48710], [0.66720, -0.23510, 2.11910], [1.41260, -0.01370, 4.48340], [3.80420, 0.18960, 5.02610], [5.48740, 0.14850, 3.22750], [4.77750, -0.00930, 0.87580], [1.28070, -4.48720, 1.25040], [0.13150, -3.62810, 0.11860], [0.64130, -4.48290, -1.41250], [0.64780, -2.22530, 0.01990], [2.24000, -4.63730, 0.77110], [0.84800, -5.44120, 1.53180], [1.39540, -3.86060, 2.12830], [1.67520, -4.24340, -1.63840], [0.00220, -4.14440, -2.22270], [0.50880, -5.54980, -1.26300]], "forces_ev_per_angstrom": [[1.997, 3.313, -1.513], [-0.006, 0.317, 0.115], [0.175, 0.607, 0.498], [0.109, -0.063, -0.040], [-0.612, -0.363, 0.183], [-0.228, -0.221, 0.075], [0.700, -0.383, -0.023], [-0.120, 0.071, -0.223], [0.044, 0.134, -0.682], [0.063, -0.093, 0.080], [0.050, -0.105, 0.008], [0.020, -0.011, -0.059], [-0.058, -0.076, -0.005], [0.059, -0.018, 0.040], [-0.051, 0.015, -0.024], [0.140, 0.008, 0.099], [0.042, -0.009, -0.073], [0.047, 0.073, 0.079], [-0.079, -0.118, 0.052], [0.030, -0.005, 0.008], [-0.031, 0.032, -0.022], [-0.032, 0.024, 0.031], [0.046, -0.030, -0.014], [0.159, 0.206, -0.271], [-0.058, -0.132, -0.094], [0.034, -0.026, 0.210], [-0.211, -0.318, 0.132], [-0.093, 0.041, -0.271], [0.125, 0.167, 0.559], [-0.404, -1.546, 0.018], [-0.065, 0.060, -0.493], [0.034, -0.106, 0.317], [-0.042, -0.033, -0.016], [-0.006, -0.032, 0.118], [-0.015, 0.021, 0.129], [0.008, 0.034, -0.068], [-0.060, 0.088, 0.122], [-0.001, -0.025, -0.090], [-0.150, -0.050, 0.194], [0.175, 0.218, -0.051], [-0.271, -0.080, -0.042], [-0.732, -1.085, -0.090], [0.949, 0.962, 0.762], [-0.081, -0.001, -0.384], [-0.297, -0.659, 0.982], [-0.243, -0.128, -0.496], [-0.637, -0.554, -1.050], [0.073, -0.115, -0.050], [0.113, 0.070, -0.078], [-0.060, 0.033, -0.172], [-0.025, 0.055, 0.016], [-0.040, -0.011, 0.045], [0.082, -0.141, 0.021], [0.037, 0.016, 0.233], [0.013, 0.127, -0.084], [-0.016, 0.117, 0.172], [-0.079, -0.039, 0.245], [-0.033, 0.023, 0.043], [0.053, 0.007, -0.001], [-0.050, 0.050, 0.075], [-0.603, -0.083, -0.236], [0.015, 0.107, 0.063], [-0.041, -0.036, -0.099], [0.079, 0.527, 1.465], [-0.573, -0.190, -0.169], [0.104, -0.162, 0.026], [-0.016, -0.035, -0.176], [-0.017, 0.014, 0.029], [0.039, 0.043, -0.099], [-0.012, -0.118, 0.188], [-0.233, -0.009, -0.210], [-0.331, -0.159, -0.166], [-0.030, 0.013, 0.077], [-0.060, 0.006, -0.042], [0.067, -0.014, -0.042], [-0.067, -0.036, -0.027], [0.100, -0.021, -0.054], [0.020, -0.061, 0.081], [-0.013, -0.101, 0.032], [-0.028, 0.024, -0.153], [-0.006, -0.002, -0.102], [0.004, -0.018, -0.137], [-0.041, 0.006, -0.117], [0.056, 0.091, -0.068], [0.068, 0.070, 0.090], [-0.002, 0.015, 0.042], [0.722, 0.070, 0.373], [-0.103, -0.017, 0.068], [0.021, -0.013, 0.139], [0.117, 0.048, 0.027], [0.102, -0.002, 0.007], [-0.427, 0.145, -0.337], [0.829, -0.870, -0.243], [-0.302, 0.314, 0.419], [0.120, 0.154, 0.001], [0.098, 0.040, -0.127], [-0.103, -0.149, 0.027], [-0.087, 0.125, 0.097], [0.193, 0.057, 0.130], [-0.128, 0.068, 0.011], [-0.019, -0.153, 0.027]], "lowdin_charge": [0.77, -0.17, -0.08, -0.15, -0.09, -0.20, -0.10, -0.18, -0.08, -0.15, -0.15, 0.14, 0.10, 0.14, 0.13, 0.10, 0.13, 0.13, 0.09, 0.14, 0.13, 0.13, 0.14, 0.20, -0.50, 0.11, -0.09, 0.04, -0.11, -0.04, -0.15, 0.03, 0.13, 0.10, 0.14, 0.11, 0.12, 0.13, -0.06, -0.39, -0.07, -0.10, -0.08, -0.11, -0.07, -0.08, 0.10, 0.09, 0.06, 0.09, 0.15, 0.01, 0.09, 0.08, 0.14, 0.14, 0.15, -0.05, -0.06, -0.11, -0.32, -0.07, -0.06, 1.15, -0.34, -0.14, -0.06, -0.06, -0.05, -0.07, -0.37, -0.13, -0.06, -0.05, -0.04, -0.11, 0.12, 0.12, 0.10, 0.09, 0.12, 0.11, 0.12, 0.12, 0.12, 0.10, 0.07, 0.11, 0.12, 0.12, 0.12, -0.20, 0.86, -0.19, -0.69, 0.04, 0.06, 0.06, 0.04, 0.06, 0.07]}


# 2
{"formula": "C37H49N2PdS2Si2Te", "method": "ωB97M-V/def2-TZVPD", "orbital_gap_ha": [0.186, 0.186], "spin_multiplicity": 1, "total_charge": 3, "e_above_lowest_kj_mol": 27.37, "species": ["Pd", "C", "C", "C", "C", "C", "C", "C", "C", "S", "C", "N", "C", "C", "C", "C", "C", "C", "C", "C", "H", "H", "H", "H", "H", "H", "H", "H", "H", "H", "H", "H", "H", "H", "H", "H", "C", "Si", "C", "C", "C", "Te", "C", "Si", "C", "C", "C", "H", "H", "H", "H", "H", "H", "H", "H", "H", "H", "H", "H", "H", "H", "H", "H", "H", "H", "H", "H", "H", "H", "N", "S", "C", "C", "C", "C", "C", "C", "C", "C", "C", "C", "C", "C", "H", "H", "H", "H", "H", "H", "H", "H", "H", "H", "H"], "positions_angstrom": [[0.50441, -0.81381, 1.03608], [1.89834, -1.42015, -4.40526], [3.41365, -1.49439, -4.21909], [3.90791, -2.84807, -4.75329], [4.06180, -0.35303, -5.01815], [3.81669, -1.36597, -2.75454], [5.19146, -1.40231, -2.41573], [5.64649, -1.29850, -1.12377], [4.69530, -1.15255, -0.11206], [4.94171, -0.99739, 1.59941], [3.26083, -0.90304, 1.82504], [2.55232, -0.99210, 0.71983], [3.33519, -1.12071, -0.42016], [2.89105, -1.22162, -1.73861], [2.52498, -0.73285, 3.06671], [3.07788, -0.73931, 4.34390], [2.26161, -0.60138, 5.45760], [0.89201, -0.45405, 5.31121], [0.30530, -0.43536, 4.03937], [1.13943, -0.60399, 2.96170], [1.66127, -1.51425, -5.46406], [1.49390, -0.46361, -4.06512], [1.38491, -2.23307, -3.88537], [3.62945, -2.95032, -5.80196], [3.46338, -3.67555, -4.19802], [4.99150, -2.94155, -4.69196], [3.76451, -0.42433, -6.06421], [5.14990, -0.39604, -4.98537], [3.74777, 0.62066, -4.63835], [5.92102, -1.51764, -3.20451], [6.70379, -1.33458, -0.90138], [1.83235, -1.18578, -1.95591], [4.14780, -0.86320, 4.46216], [2.70021, -0.60778, 6.44563], [0.25677, -0.34790, 6.18062], [-0.75995, -0.28890, 3.95252], [-2.58755, -3.39511, -1.71309], [-1.73552, -3.82914, -0.11739], [-1.82264, -5.63942, 0.23684], [0.03424, -3.18668, -0.30521], [-2.44490, -2.93072, 1.39897], [-2.20193, -0.82456, 1.59463], [-3.07792, -0.10568, -0.18473], [-4.89378, 0.47810, 0.17601], [-5.49778, 1.11129, -1.45738], [-5.81517, -1.01444, 0.79726], [-4.77983, 1.81933, 1.46772], [-2.13745, -3.99898, -2.50558], [-2.46014, -2.35387, -2.00969], [-3.65081, -3.63875, -1.70280], [-1.41165, -6.21405, -0.59446], [-2.86186, -5.94823, 0.36415], [-1.27771, -5.92309, 1.13849], [0.51184, -3.74734, -1.11597], [0.72581, -3.28971, 0.54708], [0.03519, -2.16196, -0.73281], [-1.97293, -3.29874, 2.31462], [-3.52075, -3.09617, 1.50283], [-3.06773, -0.90053, -0.92427], [-2.47831, 0.73190, -0.53983], [-5.49185, 0.33099, -2.21967], [-4.88781, 1.94447, -1.81137], [-6.52449, 1.47115, -1.36938], [-5.84544, -1.80986, 0.05032], [-6.84898, -0.74821, 1.02433], [-5.39664, -1.41912, 1.72423], [-4.14431, 2.63902, 1.12781], [-4.41151, 1.46068, 2.43408], [-5.77132, 2.23804, 1.64849], [0.60641, 1.13774, 0.83756], [-0.46757, 2.22147, 1.54701], [-1.14880, 3.06050, 0.12256], [-0.88919, 2.63790, -1.17131], [-1.51785, 3.30567, -2.21536], [-2.37903, 4.36171, -1.95433], [-2.61969, 4.77003, -0.64715], [-2.00631, 4.11662, 0.40924], [0.54687, 3.43394, 2.31151], [1.34328, 4.28129, 1.54165], [2.14524, 5.19570, 2.19964], [2.12914, 5.26468, 3.59043], [1.31961, 4.42153, 4.34024], [0.51623, 3.48956, 3.70268], [1.55388, 1.42774, 1.07860], [-0.19869, 1.82974, -1.36528], [-1.32153, 3.00556, -3.23500], [-2.85898, 4.87881, -2.77353], [-3.27941, 5.60346, -0.44904], [-2.17742, 4.44121, 1.42857], [1.31590, 4.24426, 0.45993], [2.77007, 5.86937, 1.63014], [2.74694, 5.99578, 4.09387], [1.30529, 4.49773, 5.41853], [-0.12968, 2.83185, 4.26975]], "forces_ev_per_angstrom": [[-0.704, -0.147, 0.192], [0.027, -0.003, -0.004], [0.016, 0.008, -0.004], [-0.016, 0.032, 0.010], [-0.011, -0.021, 0.013], [0.034, -0.003, 0.014], [-0.057, 0.000, 0.011], [-0.040, 0.006, 0.029], [0.031, -0.022, -0.046], [-0.050, -0.011, -0.015], [0.132, -0.054, -0.057], [-0.060, 0.255, -0.013], [0.075, -0.027, 0.026], [0.003, -0.005, -0.027], [-0.037, -0.069, 0.011], [-0.011, 0.020, -0.044], [-0.025, 0.009, 0.009], [0.026, 0.002, -0.084], [0.078, 0.032, -0.001], [-0.175, -0.022, -0.033], [-0.001, -0.003, -0.010], [-0.013, 0.021, 0.009], [-0.014, -0.016, 0.013], [-0.005, -0.013, -0.011], [-0.004, -0.021, -0.004], [0.012, 0.001, 0.003], [-0.002, 0.005, -0.012], [0.008, 0.000, 0.007], [-0.005, 0.019, -0.009], [0.012, -0.006, -0.018], [0.016, 0.005, 0.001], [-0.017, 0.004, -0.002], [0.000, 0.000, 0.001], [0.001, -0.011, 0.013], [-0.006, 0.004, 0.000], [-0.038, 0.008, 0.017], [0.025, -0.029, 0.038], [0.040, 0.005, -0.156], [0.086, 0.001, 0.109], [0.102, 0.138, -0.101], [-0.048, 0.279, 0.119], [0.816, -0.114, -0.349], [-0.169, -0.031, 0.178], [0.024, 0.043, -0.077], [-0.037, -0.008, 0.014], [0.021, 0.020, 0.025], [0.016, -0.074, 0.027], [-0.009, -0.036, -0.001], [-0.017, -0.042, -0.064], [-0.029, 0.050, 0.018], [0.005, -0.007, -0.039], [-0.017, -0.015, -0.005], [-0.001, -0.001, 0.013], [0.185, 0.000, 0.089], [-0.116, 0.018, 0.134], [-0.121, 0.067, 0.026], [-0.047, -0.100, -0.013], [-0.028, 0.035, 0.004], [0.058, -0.038, 0.020], [0.029, 0.045, 0.031], [0.007, -0.008, -0.025], [0.022, 0.009, -0.011], [-0.026, 0.007, 0.009], [0.010, -0.031, -0.003], [-0.026, 0.007, -0.004], [-0.005, -0.008, 0.012], [0.011, 0.006, 0.003], [-0.007, 0.023, -0.035], [-0.037, 0.003, 0.012], [-0.094, -0.185, 0.051], [0.066, -0.007, -0.033], [-0.006, -0.028, -0.006], [0.056, 0.053, 0.003], [-0.001, -0.001, 0.008], [0.001, -0.003, 0.002], [0.012, 0.015, 0.020], [0.043, 0.015, -0.013], [0.001, -0.022, 0.070], [0.002, -0.003, 0.011], [-0.010, 0.002, -0.014], [0.010, 0.006, -0.001], [-0.019, -0.023, 0.010], [0.040, -0.004, -0.015], [0.053, -0.015, -0.043], [-0.014, -0.012, -0.010], [0.005, -0.008, -0.026], [-0.007, 0.012, -0.018], [-0.013, 0.004, 0.004], [-0.032, -0.003, 0.024], [0.008, -0.001, -0.022], [0.004, 0.010, -0.005], [0.012, 0.010, 0.003], [-0.004, 0.006, 0.006], [-0.014, -0.010, 0.013]], "lowdin_charge": [0.87, -0.06, -0.56, -0.03, -0.03, -0.14, 0.01, -0.03, -0.42, 1.24, -0.54, -0.04, -0.27, 0.03, -0.22, 0.02, -0.01, -0.02, -0.11, -0.14, 0.10, 0.08, 0.08, 0.10, 0.09, 0.09, 0.10, 0.09, 0.09, 0.13, 0.13, 0.09, 0.13, 0.13, 0.13, 0.04, -0.16, 0.43, -0.15, -0.20, -0.51, 1.48, -0.50, 0.42, -0.15, -0.17, -0.17, 0.06, 0.02, 0.06, 0.05, 0.06, 0.05, 0.07, 0.05, 0.00, 0.02, 0.03, -0.01, -0.01, 0.05, 0.03, 0.05, 0.05, 0.06, 0.02, 0.01, 0.03, 0.06, -0.32, 1.07, -0.43, -0.10, -0.04, -0.03, -0.03, -0.09, -0.43, -0.05, -0.02, -0.01, -0.03, -0.07, 0.05, 0.10, 0.12, 0.13, 0.13, 0.13, 0.13, 0.13, 0.13, 0.13, 0.11]}